{"formula": "C13H43AsF6O8", "method": "ωB97M-V/def2-TZVPD", "elements": ["O", "H", "H", "H", "As", "F", "F", "F", "F", "F", "F", "C", "C", "C", "O", "H", "H", "H", "H", "H", "H", "H", "H", "C", "C", "C", "O", "H", "H", "H", "H", "H", "H", "H", "H", "C", "C", "C", "O", "H", "H", "H", "H", "H", "H", "H", "H", "C", "O", "H", "H", "H", "H", "C", "O", "H", "H", "H", "H", "C", "O", "H", "H", "H", "H", "C", "O", "H", "H", "H", "H"], "positions_angstrom": [[2.29808, -1.78550, -2.57715], [1.76263, -1.84909, -3.39188], [2.59733, -2.63970, -2.19843], [1.83072, -1.23513, -1.88782], [-0.35864, -0.19458, -0.42730], [-1.64147, -0.45548, -1.54639], [0.14626, -1.88281, -0.52832], [0.90807, -0.05810, 0.76912], [-0.62802, 1.51123, -0.31378], [-1.54522, -0.39400, 0.85910], [0.79146, 0.14006, -1.72965], [4.04665, 0.80313, -0.50391], [4.15039, -0.48632, 0.29652], [4.21382, -0.23674, 1.80085], [3.19641, -1.45664, -0.11293], [3.04764, 1.24739, -0.44434], [4.22169, 0.76748, -1.58397], [4.80137, 1.48546, -0.10700], [5.13184, -0.91104, 0.04140], [4.79586, 0.59806, 2.18036], [4.67071, -1.08546, 2.31924], [3.16401, -0.20605, 2.11298], [2.34953, -1.23454, 0.31760], [0.63931, -7.03006, 1.19299], [0.48725, -5.73358, 0.40413], [-0.47154, -4.79030, 1.09245], [1.81313, -5.16309, 0.34227], [1.44267, -7.61502, 0.73977], [-0.27121, -7.63678, 1.20435], [0.92076, -6.93104, 2.24444], [0.21238, -5.93474, -0.62863], [-0.13822, -4.53318, 2.10578], [-1.50058, -5.10599, 1.26196], [-0.47622, -3.81758, 0.60215], [2.10117, -4.98982, 1.24486], [-1.53351, 5.13715, 0.59627], [-0.24133, 5.04349, -0.22693], [0.54909, 6.34604, -0.17716], [0.64534, 4.03534, 0.20694], [-2.39079, 5.39790, -0.02485], [-1.45652, 5.76690, 1.48057], [-1.77660, 4.12649, 0.93883], [-0.47364, 4.89117, -1.28789], [0.94847, 6.67987, 0.78327], [-0.07906, 7.20954, -0.43198], [1.35748, 6.31331, -0.90816], [0.21537, 3.17683, 0.09760], [-0.70634, 2.07002, -4.37573], [-0.86167, 0.95527, -5.27677], [-1.66999, 2.55946, -4.24327], [-0.23918, 1.68276, -3.47588], [0.01698, 2.75438, -4.83056], [-0.98257, 1.32493, -6.15497], [-1.26429, -1.60532, 4.05902], [-2.40153, -1.51490, 3.23646], [-0.73673, -0.65279, 4.17258], [-1.60328, -1.92914, 5.04729], [-0.53949, -2.37808, 3.76649], [-2.09758, -1.23880, 2.35749], [-4.11641, -0.32005, -3.12290], [-4.28908, -1.29566, -2.12552], [-3.61404, 0.55947, -2.69460], [-3.53627, -0.61743, -4.00205], [-5.04666, 0.13937, -3.46806], [-3.45686, -1.26863, -1.63946], [-2.95406, 2.26958, 2.58846], [-2.88316, 3.06562, 3.75533], [-3.17423, 1.23579, 2.83888], [-3.64203, 2.74200, 1.87681], [-2.01498, 2.21406, 2.01603], [-2.66080, 3.96363, 3.49762]], "mulliken_charge": [-0.370, 0.459, 0.449, 0.411, 2.093, -0.411, -0.585, -0.585, -0.430, -0.550, -0.615, -1.171, 0.600, -1.150, -0.387, 0.109, 0.305, 0.430, 0.268, 0.390, 0.321, 0.205, 0.122, -1.403, 0.450, -0.987, -0.544, 0.355, 0.391, 0.354, 0.289, 0.253, 0.425, 0.060, 0.339, -0.547, 0.732, -1.620, -0.542, 0.368, 0.352, -0.249, 0.091, 0.378, 0.400, 0.362, 0.339, -0.395, -0.538, 0.267, -0.087, 0.430, 0.289, -0.521, -0.553, 0.262, 0.318, 0.116, 0.460, -0.476, -0.556, 0.086, 0.240, 0.331, 0.382, -0.314, -0.551, 0.271, 0.367, -0.083, 0.301], "homo_ha": -0.357, "multiplicity": 1, "fmax_ev_per_a": 2.294, "relative_energy_kcal_mol": 0.0}